# 1
Below is C5H12O in the gas phase at a distorted geometry, with properties calculated with the ωB97M-V functional and the def2-TZVPD basis.

Results
2S+1: 1
LUMO (eV): 1.118
Total charge: 0
SMILES: CCCCOC
Kohn-Sham gap (eV): 10.73
Relative energy (zero: lowest compared OMol25 entry of this formula, charge and spin) (kcal per mole): 38.1

Each line ends with the Mulliken charge.
Cartesian coordinates (Å):
C1 -2.411 -0.559 0.125  -1.321
C2 -1.102 -0.196 -0.525  -0.142
C3 -0.486 0.978 0.197  -0.469
C4 0.968 1.117 -0.191  -0.650
O1 1.902 0.570 0.684  -0.367
C5 2.398 -0.773 0.348  -0.680
H1 -2.294 -0.739 1.207  0.330
H2 -2.765 -1.452 -0.383  0.374
H3 -3.130 0.256 0.016  0.321
H4 -1.191 -0.021 -1.619  0.304
H5 -0.425 -1.058 -0.418  0.133
H6 -0.947 1.914 -0.131  0.329
H7 -0.628 0.867 1.287  0.287
H8 1.079 0.714 -1.206  0.336
H9 1.217 2.165 -0.296  0.387
H10 2.922 -0.844 1.286  0.285
H11 3.009 -0.657 -0.557  0.298
H12 1.858 -1.763 0.179  0.245

Atoms 1-3, force components in eV/Å:
C -0.349 -0.150 -0.227
C 0.234 -0.420 0.294
C 0.275 0.241 -0.282



# 2
Below is C2H5N3O2 in the gas phase at a distorted geometry, with properties calculated with the ωB97M-V functional and the def2-TZVPD basis.

Results
2S+1: 1
LUMO (eV): 0.339
Total charge: 0
SMILES: [H]/N=C(\NN)OC=O
Kohn-Sham gap (eV): 10.24
Relative energy (zero: lowest compared OMol25 entry of this formula, charge and spin) (kcal per mole): 127.7

Each line ends with the Mulliken charge.
Cartesian coordinates (Å):
C1 0.099 0.696 -0.145  0.684
C2 -1.541 -0.751 -0.183  0.057
H1 1.042 -1.531 0.750  0.263
H2 1.812 -1.674 -0.763  0.286
H3 1.819 0.838 0.849  0.285
H4 0.574 2.310 0.831  0.242
H5 -2.123 -1.430 -0.657  0.389
N1 1.805 -1.097 0.178  -0.543
N2 1.462 0.145 -0.138  -0.211
N3 -0.157 1.890 0.100  -0.607
O1 -0.719 -0.082 -1.092  -0.329
O2 -1.311 -0.511 1.089  -0.514

Atoms 1-3, force components in eV/Å:
C 2.498 -0.002 -2.858
C 5.368 4.438 5.799
H 0.992 0.078 -0.346



# 3
Below is C22H38N5O7P2RuS as an isolated structure, with properties calculated with the ωB97M-V functional and the def2-TZVPD basis.

Results
2S+1: 6
LUMO (spin up / spin down) (eV): 0.154 / -0.441
Total charge: 0
Kohn-Sham gap (spin up / spin down) (eV): 7.44 / 7.57
Relative energy (zero: lowest compared OMol25 entry of this formula, charge and spin) (kcal per mole): 6.5

Each line ends with the Mulliken charge.
Cartesian coordinates (Å):
Ru1 1.220 -2.017 -0.387  1.559
C1 0.064 -4.027 -1.146  -0.825
C2 -0.127 -3.933 0.251  -0.523
C3 1.109 -4.236 0.878  -0.252
C4 2.048 -4.538 -0.131  -0.619
C5 1.418 -4.402 -1.375  -0.323
H1 -0.694 -3.921 -1.906  0.457
H2 -1.064 -3.756 0.755  0.467
H3 1.288 -4.272 1.940  0.413
H4 3.081 -4.797 0.035  0.406
H5 1.867 -4.566 -2.341  0.462
C6 -2.972 -1.424 -0.890  -1.085
N1 -2.762 -0.692 0.370  0.373
C7 -3.016 -1.497 1.566  -0.746
P1 -1.475 0.342 0.311  -1.612
O1 -0.315 -0.081 -0.504  1.692
O2 -1.087 0.539 1.873  0.076
P2 0.174 -0.199 2.596  -0.625
O3 0.573 -1.407 1.836  -0.275
N2 -0.414 -0.511 4.089  0.526
C8 0.020 -1.735 4.759  -1.006
C9 -1.595 0.114 4.663  -1.089
N3 1.360 0.909 2.750  0.335
C10 2.171 1.239 1.577  -0.390
C11 1.195 2.022 3.676  -1.065
N4 -2.057 1.783 -0.189  0.435
C12 -3.199 2.372 0.498  -1.069
C13 -1.106 2.756 -0.727  -0.745
H6 -3.965 -1.873 -0.867  0.418
H7 -2.224 -2.205 -1.042  0.172
H8 -2.925 -0.735 -1.733  0.312
H9 -3.980 -1.990 1.444  0.540
H10 -3.072 -0.860 2.446  0.114
H11 -2.252 -2.263 1.735  0.007
H12 0.912 -2.135 4.283  0.321
H13 -0.765 -2.496 4.720  0.293
H14 0.249 -1.519 5.804  0.335
H15 -1.881 0.999 4.101  0.308
H16 -1.390 0.412 5.694  0.377
H17 -2.441 -0.581 4.673  0.347
H18 2.160 0.424 0.864  -0.192
H19 3.201 1.410 1.892  0.499
H20 1.792 2.137 1.077  0.291
H21 0.710 1.689 4.591  0.310
H22 0.610 2.836 3.233  0.259
H23 2.180 2.411 3.935  0.375
H24 -3.888 1.592 0.815  0.305
H25 -3.725 3.037 -0.187  0.380
H26 -2.886 2.953 1.373  0.277
H27 -0.270 2.241 -1.191  -0.037
H28 -0.734 3.425 0.058  0.307
H29 -1.604 3.358 -1.488  0.346
C14 -1.248 4.154 -4.694  -1.508
C15 -0.475 2.946 -4.233  0.885
C16 -1.038 1.677 -4.261  -0.718
C17 -0.318 0.562 -3.844  -0.122
C18 0.975 0.722 -3.381  -0.266
C19 1.554 1.985 -3.336  -0.698
C20 0.833 3.084 -3.765  -0.633
S1 1.959 -0.669 -2.893  1.362
O4 1.010 -1.799 -2.788  -0.645
O5 3.015 -0.795 -3.860  -0.815
N5 2.411 -0.387 -1.424  -0.264
C21 3.820 -0.248 -1.089  -0.840
C22 4.198 -1.276 -0.030  0.164
O6 5.331 -1.293 0.417  -0.723
O7 3.241 -2.073 0.351  -0.433
H30 -2.232 3.874 -5.068  0.355
H31 -0.717 4.674 -5.493  0.404
H32 -1.386 4.869 -3.879  0.302
H33 -2.053 1.554 -4.624  0.294
H34 -0.753 -0.429 -3.869  0.542
H35 2.568 2.097 -2.970  0.447
H36 1.288 4.068 -3.737  0.382
H37 4.016 0.729 -0.636  0.268
H38 4.480 -0.363 -1.948  0.644

Atoms 1-3, force components in eV/Å:
Ru 0.799 0.088 -0.079
C -0.085 -0.141 0.058
C -0.080 -0.205 0.004



# 4
Below is C5H8O2 in the gas phase, with properties calculated with the ωB97M-V functional and the def2-TZVPD basis.

Results
2S+1: 1
LUMO (spin up / spin down) (eV): 0.364 / 0.363
Total charge: 0
Kohn-Sham gap (spin up / spin down) (eV): 8.50 / 8.49
Relative energy (zero: lowest compared OMol25 entry of this formula, charge and spin) (kcal per mole): 101.5

Each line ends with the Mulliken charge.
Cartesian coordinates (Å):
C1 1.040 -1.185 -1.296  -1.147
C2 0.589 -0.626 0.022  -0.028
O1 1.168 0.704 1.404  -0.577
C3 -0.093 0.995 1.535  -0.148
C4 -0.645 1.641 0.336  -0.548
C5 -0.624 0.155 0.111  0.430
O2 -1.761 -0.346 -0.492  -0.509
H1 0.473 -0.771 -2.134  0.314
H2 2.096 -0.919 -1.433  0.328
H3 0.991 -2.282 -1.318  0.332
H4 0.929 -1.183 0.886  0.381
H5 -0.641 0.825 2.463  0.365
H6 -1.678 1.982 0.388  0.254
H7 0.024 2.279 -0.240  0.214
H8 -1.868 -1.269 -0.231  0.337

Atoms 1-3, force components in eV/Å:
C -0.031 0.034 -0.048
C -0.120 -0.152 -0.051
O -0.103 0.115 0.006